No. 1
Below is a 2-piece molecular cluster, C16H35BBrN3O3 overall in a non-equilibrium geometry, with properties calculated with ωB97M-V with the def2-TZVPD basis set.

Its frontier orbital gap is 9.4 eV. Its spin multiplicity is 1. Its structure (SMILES) is CCC[C@]1(Br)[C@@H](CN)C(=O)N[C@]1(N)B(O)OCC.CCCCCC.

The geometry in XYZ format:
```
59
Properties=species:S:1:pos:R:3:forces:R:3
C 5.9896 -1.2376 1.6998 0.3 1.1 0.1
C 4.9015 -0.0519 1.6566 0.1 -0.1 1.2
C 3.4096 -0.5377 1.3758 0.5 0.8 -0.8
C 3.0675 -0.8169 -0.1600 -1.5 -1.1 -0.5
Br 4.6181 -0.5658 -1.4418 0.2 0.3 0.8
C 1.8751 0.0002 -0.8609 0.8 2.0 -1.6
C 2.0778 1.5916 -1.0798 -1.1 -0.4 0.2
N 1.7403 2.3620 0.1684 0.9 -0.6 -0.6
C 1.8653 -0.6919 -2.3035 0.0 -1.5 -0.7
O 1.6984 -0.2310 -3.4376 0.3 -0.8 3.1
N 2.1316 -2.0983 -2.0267 1.2 1.3 0.0
C 2.5736 -2.2890 -0.5916 -1.5 0.1 0.4
N 3.5220 -3.4409 -0.3974 -0.4 0.9 0.6
B 1.2020 -2.8691 0.0935 -1.5 0.3 0.8
O 0.3838 -3.7833 -0.6819 1.8 0.6 1.7
O 0.7493 -2.4824 1.4110 0.1 0.0 -2.5
C -0.5560 -1.8344 1.3118 -0.6 1.4 0.9
C -0.4448 -0.4049 2.0487 0.8 -0.3 -0.2
H 6.5844 -1.1418 2.6745 -0.8 -0.2 -1.4
H 5.5407 -2.2762 1.6815 0.5 1.2 -0.1
H 6.7006 -1.0633 0.8324 -0.8 -0.7 1.1
H 5.2358 0.8138 0.9856 -0.6 -1.4 0.7
H 4.8967 0.3950 2.7149 -0.2 -0.6 -1.5
H 3.2228 -1.4892 1.9596 0.0 1.2 -0.5
H 2.7282 0.3244 1.6983 0.8 -1.6 -0.2
H 0.8447 -0.0188 -0.3777 1.4 -0.7 -0.3
H 3.1025 1.8596 -1.4730 -1.2 -0.3 0.6
H 1.2934 1.9021 -1.8518 1.3 -0.5 0.8
H 2.5246 2.2896 0.8317 -0.7 0.0 -0.3
H 0.8932 1.9674 0.5893 0.5 0.2 -0.1
H 2.8176 -2.5554 -2.6462 -0.8 0.4 0.0
H 3.0101 -4.1652 0.1385 0.7 0.3 -0.5
H 4.2274 -3.0939 0.2663 0.0 -0.3 -0.5
H 0.7472 -4.6820 -0.5525 -0.5 0.4 -0.3
H -0.8526 -1.6507 0.2247 0.2 -0.5 1.4
H -1.3294 -2.4292 1.8841 0.8 0.4 -1.1
H 0.6349 -0.0765 1.9276 -1.3 -0.3 0.2
H -1.0868 0.3976 1.5618 0.5 -1.1 0.8
H -0.6216 -0.4869 3.1765 0.0 0.1 -1.7
C -6.8177 2.5986 -0.1406 -0.1 -0.1 -0.1
C -5.9180 1.4126 0.1805 0.0 0.1 0.1
C -4.4829 1.8233 0.5155 0.0 -0.1 0.0
C -3.7300 2.5247 -0.6192 -0.1 0.1 -0.1
C -3.6284 1.7210 -1.9173 0.2 0.1 0.1
C -2.8548 0.4204 -1.7501 -0.1 -0.1 -0.2
H -6.4665 3.1478 -1.0169 0.0 0.0 0.1
H -7.8336 2.2565 -0.3521 0.0 0.1 0.0
H -6.8627 3.2907 0.7040 0.0 0.0 -0.1
H -5.9295 0.7051 -0.6541 0.0 0.0 0.0
H -6.3366 0.8778 1.0396 0.0 0.0 -0.1
H -3.9265 0.9353 0.8317 0.0 0.0 0.0
H -4.4977 2.4906 1.3850 0.0 0.0 0.0
H -2.7192 2.7647 -0.2692 0.0 0.0 0.0
H -4.2058 3.4861 -0.8368 0.0 0.0 0.0
H -3.1192 2.3354 -2.6673 -0.1 0.0 0.0
H -4.6230 1.5090 -2.3188 0.0 0.0 0.0
H -1.8362 0.6170 -1.4024 0.0 0.0 0.0
H -2.7908 -0.1064 -2.7056 0.1 0.0 0.1
H -3.3401 -0.2496 -1.0364 0.0 0.0 0.0
```
Forces are in eV/Å.


No. 2
Below is a 2-piece molecular cluster, CH2FN5 overall in a non-equilibrium geometry, with properties calculated with ωB97M-V with the def2-TZVPD basis set.

Its frontier orbital gap (alpha / beta) is 8.4 / 8.4 eV. Its spin multiplicity is 1. Its structure (SMILES) is [H]/N=N/N=N/C#N.F.

The geometry in XYZ format:
```
9
Properties=species:S:1:pos:R:3:forces:R:3
C 2.6598 -0.8546 -0.3272 -0.6 0.5 0.3
N 3.5448 -1.2190 0.2920 1.6 -1.1 0.6
N 1.6735 -0.1555 -0.8628 -2.2 1.4 -0.4
N 0.5230 -0.4398 -0.3406 -0.3 -0.3 -0.2
N -1.7254 -0.4247 0.1348 -1.8 -1.2 -0.8
N -0.5493 -0.1298 0.0265 2.7 -1.1 0.7
F -1.5848 2.1324 0.0066 -1.6 0.1 0.0
H -2.4525 1.7262 -0.0013 1.5 0.7 -0.1
H -2.0892 -0.6350 1.0720 0.7 1.0 0.0
```
Forces are in eV/Å.


| no. | electronic energy (a.u.) |
| --- | --- |
| 1 | -3619.498462 |
| 2 | -412.732801 |